# 1
ORCA calculation (ωB97M-V with the def2-TZVPD basis set) on a structure of composition C33H38CrOPS2 at a distorted geometry.

As for the HOMO-LUMO gap (alpha / beta): 0.2771 / 0.2999 hartree. For the highest occupied orbital energy (alpha / beta), the calculation gives -7.58 / -7.72 eV. The energy above the lowest of the compared OMol25 structures with the same formula, charge and spin is 0.0 kcal per mole. Its spin multiplicity is 4. As for the expectation value of S²: 3.8817. The lowest unoccupied orbital energy (alpha / beta) is -0.001 / 0.016 hartree.

Element x y z (Å)
Cr 0.9232 -0.9456 0.3236
C 1.6088 -0.2318 2.4459
C 1.5010 1.0175 1.8100
C 2.4332 1.0571 0.7385
C 3.1651 -0.1310 0.7543
C 2.6606 -0.9517 1.8001
C 3.2890 -2.2001 2.3446
C 4.3428 -0.4582 -0.1073
C 2.6832 2.2431 -0.1243
C 0.7712 2.2145 2.3190
C 0.9740 -0.6445 3.7349
H 4.0495 -1.9552 3.0906
H 3.7569 -2.8050 1.5689
H 2.5504 -2.8341 2.8376
H 5.1311 0.2851 0.0237
H 4.0934 -0.5052 -1.1664
H 4.7614 -1.4284 0.1545
H 1.8217 2.5467 -0.7178
H 3.5065 2.0582 -0.8136
H 2.9526 3.1124 0.4783
H 1.4975 2.8425 2.8459
H -0.0021 1.9612 3.0409
H 0.3321 2.8295 1.5377
H 1.6200 -0.4515 4.5953
H 0.7383 -1.7099 3.7504
H 0.0357 -0.1143 3.9086
C -2.1795 1.0933 2.1870
C -2.0359 2.1964 1.1829
C -2.4619 3.4646 1.5641
C -2.3059 4.5663 0.7412
C -1.7128 4.4150 -0.4993
C -1.3045 3.1557 -0.9093
C -1.4649 2.0441 -0.0860
P -0.9423 0.4053 -0.6818
C -0.6022 0.6738 -2.4580
C 0.7298 0.9636 -2.7171
C 1.1925 1.2392 -3.9915
C 0.3035 1.1972 -5.0471
C -1.0301 0.9085 -4.8035
C -1.5148 0.6692 -3.5218
C -2.9864 0.4442 -3.3773
C -2.3638 -0.6487 -0.2791
C -3.6897 -0.2192 -0.3359
C -4.7073 -1.0248 0.1269
C -4.3934 -2.2687 0.6762
C -3.0834 -2.6763 0.7816
C -2.0322 -1.8724 0.3298
C -0.6131 -2.2997 0.5033
H -2.0488 1.4997 3.1896
H -1.4452 0.2914 2.0650
H -3.1639 0.6322 2.1319
H -2.8998 3.5845 2.5455
H -2.6360 5.5374 1.0783
H -1.5778 5.2608 -1.1547
H -0.8678 3.0422 -1.8906
H 1.4491 0.9556 -1.9055
H 2.2367 1.4557 -4.1466
H 0.6315 1.3856 -6.0584
H -1.7243 0.8786 -5.6298
H -3.4675 0.5587 -4.3467
H -3.4363 1.1749 -2.7085
H -3.2319 -0.5458 -2.9924
H -3.9187 0.7702 -0.7072
H -5.7312 -0.6900 0.0809
H -5.1844 -2.9036 1.0455
H -2.8488 -3.6261 1.2399
H -0.3546 -3.0327 -0.2724
H -0.4638 -2.7971 1.4726
C 2.3872 -5.0505 0.4000
O 2.0760 -3.7339 -0.0423
C 2.2547 -3.4418 -1.3373
S 2.8575 -4.5155 -2.4232
S 1.7356 -1.8279 -1.7471
H 2.0847 -5.0579 1.4456
H 3.4580 -5.2451 0.2912
H 1.8313 -5.7873 -0.1824

# 2
ORCA calculation (ωB97M-V with the def2-TZVPD basis set) on a structure of composition C33H38F2N7RuSSb at a distorted geometry.

Its net charge is +2. As for the HOMO-LUMO gap (alpha / beta): 0.2986 / 0.2361 hartree. For the highest occupied orbital energy (alpha / beta), the calculation gives -13.03 / -13.45 eV. The energy above the lowest of the compared OMol25 structures with the same formula, charge and spin is 27.7 kcal per mole. Its spin multiplicity is 5. As for the expectation value of S²: 6.0272. The lowest unoccupied orbital energy (alpha / beta) is -0.180 / -0.258 hartree.

Element x y z (Å)
Ru -0.0886 -0.2865 -0.5285
F -1.1908 4.6396 0.9825
C -1.6346 3.3541 0.9763
C -0.8166 2.4395 0.3515
C -1.1345 1.1110 0.4738
C -2.1824 0.6322 1.2209
C -2.9799 1.6509 1.8515
F -4.0556 1.3707 2.5806
C -2.7383 2.9672 1.7316
C -2.4687 -0.8259 1.1935
C -3.6029 -1.4688 1.7704
C -3.7727 -2.8191 1.6541
C -2.8413 -3.5193 0.9615
C -1.7695 -2.8677 0.3760
N -1.5756 -1.5426 0.4778
H 0.0505 2.7346 -0.1869
H -3.4227 3.7033 2.2094
H -4.2411 -0.7900 2.2766
H -4.6426 -3.2807 2.0186
H -2.7980 -4.6211 0.7448
H -1.0656 -3.5047 -0.1485
C 1.6470 -1.3536 5.2130
C 1.6638 0.1740 5.3414
Sb 2.7133 1.1912 3.5187
C 1.7962 3.1113 3.4606
C 0.4271 3.1922 4.0550
C 4.7330 1.4796 3.9028
C 4.9938 1.4708 5.4108
H 1.3559 -1.8327 6.0684
H 2.6079 -1.7114 4.8649
H 1.0281 -1.7198 4.3817
H 2.2149 0.4420 6.1987
H 0.6525 0.5833 5.3055
H 1.8063 3.3623 2.3767
H 2.4700 3.7544 4.0653
H -0.1837 2.3155 3.7361
H -0.1083 4.1307 3.7658
H 0.4946 3.1566 5.1202
H 5.0143 2.5052 3.5593
H 5.2939 0.7672 3.2880
H 4.3069 2.0844 5.9550
H 6.0063 1.9392 5.6454
H 4.9982 0.4041 5.7215
N 2.5744 0.8110 0.9034
C 1.6473 0.5453 0.2890
C 3.1872 -2.9240 -2.2484
C 2.4913 -2.0694 -1.3643
N 1.1678 -2.0579 -1.3554
C 0.4807 -2.7966 -2.2125
C 1.0784 -3.7010 -3.0570
C 2.4154 -3.7095 -3.1429
C 0.2881 -4.5881 -3.9377
C -0.9503 -4.6563 -4.4350
C -2.1700 -3.8589 -4.2778
C -3.2690 -4.0960 -5.1148
C -4.4359 -3.4454 -4.9378
N -4.5377 -2.4884 -3.9843
C -3.4849 -2.2947 -3.2538
N -2.3197 -3.0039 -3.3058
H 4.2475 -2.9605 -2.2863
H 2.9868 -1.4476 -0.7083
H -0.5713 -2.6844 -2.1790
H 3.0024 -4.3591 -3.8371
H 0.9304 -5.4951 -4.1911
H -1.1568 -5.4718 -5.0950
H -3.1575 -4.7457 -5.9637
H -5.2762 -3.6774 -5.5651
H -3.6164 -1.6116 -2.3975
S -0.8104 0.0670 -2.8685
C -0.3420 1.7633 -2.9194
N -1.2195 2.7042 -2.9450
C -0.8748 4.1378 -3.0276
C 0.4543 4.3580 -3.6940
C 1.4493 3.5103 -2.8993
N 0.9416 2.0967 -2.9622
H -2.1570 2.4019 -2.7654
H -0.9431 4.5578 -2.0317
H -1.6970 4.5376 -3.6167
H 0.7012 5.4742 -3.6280
H 0.4152 4.0646 -4.7447
H 1.5148 3.8159 -1.8534
H 2.4499 3.4549 -3.3885
H 1.6047 1.3197 -2.9401

# 3
ORCA calculation (ωB97M-V with the def2-TZVPD basis set) on a structure of composition C33H38N3O5Se2TeTi.

As for the HOMO-LUMO gap (alpha / beta): 0.2661 / 0.2356 hartree. For the highest occupied orbital energy (alpha / beta), the calculation gives -7.19 / -7.45 eV. The energy above the lowest of the compared OMol25 structures with the same formula, charge and spin is 0.0 kcal per mole. Its spin multiplicity is 2. As for the expectation value of S²: 0.7587. The lowest unoccupied orbital energy (alpha / beta) is 0.002 / -0.038 hartree.

Element x y z (Å)
Ti 0.9004 -0.0454 0.1332
O 1.2094 1.3733 1.7464
C 0.9760 2.7955 1.6964
C 1.2987 3.4828 0.3672
C 1.2996 4.9889 0.7423
O 1.4721 5.8655 -0.3523
C 2.6889 3.1201 -0.1512
Se 2.9041 1.3282 -0.9185
C 0.2084 3.2985 -0.6881
Se 0.1347 1.6135 -1.6901
H 2.0985 1.1744 2.0665
H 1.5820 3.2418 2.4894
H -0.0765 2.9264 1.9331
H 2.0683 5.1649 1.5038
H 0.3328 5.2437 1.1819
H 2.4025 5.8947 -0.5921
H 3.4218 3.2160 0.6549
H 2.9769 3.8109 -0.9438
H 0.3225 4.0714 -1.4448
H -0.7720 3.3932 -0.2240
C -2.8866 -3.7642 1.4131
N -2.6004 -2.3501 1.2298
C -3.5704 -1.3994 1.3493
C -3.3001 -0.0899 1.2582
C -1.9308 0.3261 1.0247
O -1.5883 1.5079 0.9880
N -0.9886 -0.6644 0.8152
C -1.2716 -2.0012 0.9896
O -0.4262 -2.8777 0.9523
H -3.9644 -3.8926 1.4849
H -2.4086 -4.1393 2.3175
H -2.5060 -4.3347 0.5685
H -4.5692 -1.7754 1.5281
H -4.0648 0.6623 1.3644
C -5.8113 -3.9037 -6.4773
C -4.6731 -3.4238 -5.6190
C -3.4252 -3.1617 -6.1597
C -2.3554 -2.7250 -5.3800
C -1.0418 -2.4521 -6.0581
C -2.5471 -2.5617 -4.0030
Te -0.9688 -1.9011 -2.7428
N 1.6272 -1.4481 -0.7224
C 2.1433 -1.8834 0.4190
O 2.1556 -1.0174 1.3953
C 2.6256 -3.2553 0.6472
C 2.6490 -4.1594 -0.4074
C 3.0850 -5.4557 -0.1860
C 3.4938 -5.8433 1.0832
C 3.4702 -4.9366 2.1359
C 3.0366 -3.6395 1.9194
C 0.4163 -3.4095 -3.2504
C 1.6156 -3.0163 -3.8358
C 2.5818 -3.9540 -4.1686
C 2.3376 -5.2978 -3.9276
C 1.1460 -5.6878 -3.3357
C 0.1727 -4.7581 -2.9717
C -1.0736 -5.2163 -2.2685
C -3.8072 -2.8094 -3.4359
C -4.0722 -2.6307 -1.9639
C -4.8466 -3.2337 -4.2536
H -5.5643 -3.8325 -7.5358
H -6.7136 -3.3175 -6.2978
H -6.0505 -4.9465 -6.2588
H -3.2730 -3.2889 -7.2264
H -1.1828 -2.3596 -7.1346
H -0.3277 -3.2576 -5.8775
H -0.5872 -1.5339 -5.6823
H 2.3210 -3.8398 -1.3874
H 3.1019 -6.1623 -1.0054
H 3.8325 -6.8577 1.2536
H 3.7878 -5.2437 3.1238
H 3.0013 -2.9197 2.7256
H 1.7952 -1.9657 -4.0289
H 3.5136 -3.6352 -4.6175
H 3.0777 -6.0427 -4.1927
H 0.9654 -6.7377 -3.1343
H -1.0463 -6.2924 -2.0985
H -1.9699 -4.9796 -2.8455
H -1.1527 -4.7115 -1.3020
H -3.3940 -3.2487 -1.3718
H -5.0997 -2.9073 -1.7257
H -3.9173 -1.5975 -1.6455
H -5.8199 -3.4199 -3.8110

# 4
ORCA calculation (ωB97M-V with the def2-TZVPD basis set) on a structure of composition C33H39AgN2O5S2.

Its net charge is -2. As for the HOMO-LUMO gap: 0.1119 hartree. For the highest occupied orbital energy, the calculation gives 0.79 eV. The energy above the lowest of the compared OMol25 structures with the same formula, charge and spin is 0.0 kcal per mole. The lowest unoccupied orbital energy is 0.141 hartree.

Element x y z (Å)
Ag -1.0412 -1.1510 -0.7533
O -1.5636 -0.5696 2.2813
S -1.7512 -0.1146 3.6732
C -0.2056 -0.4668 4.5724
C 1.0358 0.3686 4.2958
C 1.5191 0.4479 2.8454
C 2.8952 1.1067 2.8564
S 3.4546 1.9051 1.3283
O 2.3193 2.7575 0.8713
C 3.5955 0.4639 0.2904
C 4.8840 -0.0135 0.0725
C 5.0519 -1.1624 -0.6883
C 3.9400 -1.8092 -1.2154
C 2.6501 -1.3283 -1.0068
C 2.4872 -0.1706 -0.2521
C -1.6877 1.6780 3.6631
C -1.6719 2.3173 2.4341
C -1.7231 3.7087 2.4133
C -1.7784 4.4299 3.5963
C -1.7975 3.7712 4.8223
C -1.7642 2.3869 4.8573
H -0.0435 -1.5164 4.3110
H -0.4683 -0.4253 5.6339
H 1.8394 -0.0549 4.9120
H 0.8736 1.3860 4.6655
H 0.8289 1.0475 2.2483
H 1.5548 -0.5413 2.3853
H 3.6869 0.4064 3.1388
H 2.9064 1.9333 3.5750
H 5.7361 0.5117 0.4909
H 6.0497 -1.5483 -0.8690
H 4.0744 -2.7160 -1.7963
H 1.7252 -1.9018 -1.3067
H 1.4819 0.2046 -0.0764
H -1.6339 1.7402 1.5093
H -1.7144 4.2255 1.4631
H -1.8103 5.5125 3.5635
H -1.8456 4.3355 5.7463
H -1.8001 1.8610 5.8060
N -0.6309 -0.7454 -4.0372
C -1.1485 -1.8225 -4.7345
C -0.9386 -3.1312 -4.2700
C -1.3985 -4.2020 -5.0143
C -2.0806 -4.0190 -6.2176
C -2.3075 -2.7232 -6.6618
C -1.8475 -1.6352 -5.9333
H -1.2244 0.0760 -3.9884
H -0.3356 -0.9859 -3.0949
H -0.4660 -3.2613 -3.2875
H -1.2400 -5.2062 -4.6334
H -2.4416 -4.8690 -6.7862
H -2.8493 -2.5528 -7.5871
H -2.0237 -0.6245 -6.2863
C 1.1157 -4.9244 -0.6834
C 0.1527 -3.8227 -0.1714
C 0.7104 -3.3462 1.2046
C -1.2046 -4.5162 0.1269
N 0.0695 -2.8038 -1.1624
H 1.2041 -5.7757 0.0082
H 2.1100 -4.4940 -0.8357
H 0.7550 -5.2845 -1.6501
H 0.8014 -4.1624 1.9417
H 0.0448 -2.5754 1.6039
H 1.6997 -2.9002 1.0587
H -1.1193 -5.3545 0.8390
H -1.6245 -4.8825 -0.8133
H -1.8956 -3.7725 0.5331
O -3.7068 3.9931 -1.7399
C -2.4296 4.2750 -1.3290
C -2.0539 5.5764 -1.0117
C -0.7598 5.8480 -0.5805
C 0.1519 4.8131 -0.4450
C -0.2415 3.5158 -0.7526
C -1.5212 3.2252 -1.2081
C -1.8608 1.7780 -1.5652
O -2.1846 1.5523 -2.7347
O -1.7104 0.9755 -0.5988
H -4.2077 4.8138 -1.7411
H -2.7820 6.3789 -1.1013
H -0.4808 6.8667 -0.3356
H 1.1543 4.9871 -0.0766
H 0.4566 2.7023 -0.6055